Formula: C12H6BrN4O5S
Source: the OMol25 dataset
Level of theory: ωB97M-V with the def2-TZVPD basis set

XYZ file:
```
29
Properties=species:S:1:pos:R:3:forces:R:3
Br -1.102659 -3.410458 -3.795638 -0.2 -0.1 -0.4
C -0.297038 -3.029529 -2.132557 0.1 0.1 0.3
C 1.016027 -2.598853 -2.087971 0.1 0.0 -0.2
C 1.613191 -2.320357 -0.875513 -0.5 -0.2 -0.4
C 0.893152 -2.470255 0.319879 -0.4 -0.1 -0.7
S 1.605081 -2.133560 1.788020 0.9 0.8 2.1
C -0.437780 -2.910964 0.254447 0.0 0.0 -0.7
C -1.021309 -3.186184 -0.965294 -0.2 -0.1 0.0
H 1.560499 -2.492039 -3.012107 0.2 0.1 -0.1
H 2.638628 -1.993204 -0.830709 0.1 0.1 0.0
H -0.992214 -3.038316 1.169232 -0.1 0.0 0.1
H -2.040583 -3.531274 -1.027101 -0.2 0.0 0.1
O -2.989238 2.918907 -1.158000 1.4 -0.2 0.3
N -1.759892 2.931734 -1.245365 -0.9 0.6 -1.3
O -1.161571 3.445975 -2.193527 -0.2 -0.5 0.9
C -0.977211 2.323601 -0.187194 0.4 0.1 -0.1
C 0.385669 2.348234 -0.236344 -0.2 0.3 -0.7
C 1.169698 1.835681 0.818201 -0.9 -0.2 0.6
N 2.614597 1.969492 0.745611 1.9 -0.1 0.2
O 3.118372 2.309230 -0.327319 -0.8 -0.2 0.8
O 3.280575 1.744809 1.758271 -1.1 0.2 -1.0
C 0.590753 1.275170 1.922488 1.4 -0.6 0.5
C -0.810283 1.229506 1.988651 -1.1 -0.3 0.5
N -1.644456 0.780413 2.929073 1.5 -0.4 0.8
O -2.874716 1.003947 2.496426 1.2 0.1 -0.4
N -2.865810 1.583626 1.303174 -0.5 0.9 -1.6
C -1.592707 1.747996 0.952155 -1.9 -0.2 0.3
H 0.882381 2.783666 -1.092460 -0.1 0.0 0.0
H 1.198845 0.883007 2.721470 0.1 0.0 0.0
```
Positions in Å, forces in eV/Å.

LUMO energy: 0.419 eV
Calculated total energy: -4028.104506 hartree
Kohn-Sham gap: 0.14499 hartree
F_max: 2.4 eV/Å
Net charge: -1



Formula: C12H6N2O5SYb
Source: the OMol25 dataset
Level of theory: ωB97M-V with the def2-TZVPD basis set

XYZ file:
```
27
Properties=species:S:1:pos:R:3:forces:R:3
O 0.431234 2.849506 -3.215699 0.0 -8.0 2.8
C 0.433703 1.730597 -2.817592 0.0 9.6 -3.6
Yb 0.434139 -0.378555 -1.750770 -0.6 1.3 2.4
O 0.430765 -2.131756 -4.833553 0.0 2.2 4.9
C 0.430977 -1.642121 -3.786954 0.1 -2.7 -6.3
C 0.417871 -2.857967 -1.178306 0.0 -3.8 1.4
O 0.427459 -3.928436 -0.786285 -0.1 3.3 -1.3
C -1.692271 -0.978701 -1.870547 -8.1 -1.0 0.2
O -2.837251 -1.051192 -1.814666 4.7 0.1 -0.3
C 2.556624 -0.956785 -1.874043 8.1 -0.9 -0.1
O 3.699430 -1.052527 -1.823204 -4.6 0.2 -0.3
N 2.207758 -1.883550 1.129763 -2.2 2.6 1.6
C 1.270579 -0.894756 1.381389 0.8 -1.1 0.0
N 0.473320 -0.330224 0.444365 0.9 -0.8 -0.8
C -0.390241 0.639973 1.002176 -0.5 0.6 0.4
C -1.358691 1.427372 0.322429 0.4 0.1 2.2
C -2.147658 2.325052 1.107092 1.3 -1.2 -0.3
C -1.964213 2.428684 2.498354 1.0 -1.0 -0.4
C -0.993296 1.648862 3.149478 0.2 -0.4 -0.9
C -0.210393 0.755612 2.380137 -0.9 1.0 0.5
S 1.047992 -0.317545 2.989214 -0.3 0.1 -0.9
H 2.702474 -2.200226 1.935645 0.6 -0.6 0.2
H 2.389607 -2.266926 0.251224 0.4 -0.6 -1.0
H -1.499749 1.346265 -0.746049 -0.3 0.1 -0.5
H -2.881686 2.918420 0.613889 -0.4 0.4 -0.2
H -2.561031 3.103416 3.074897 -0.3 0.3 0.2
H -0.817448 1.697496 4.217623 -0.2 0.2 0.0
```
Positions in Å, forces in eV/Å.

Multiplicity: 2
LUMO energy (spin up / spin down): -13.897 / -13.868 eV
Calculated total energy: -2502.317381 hartree
Kohn-Sham gap (spin up / spin down): 0.16683 / 0.16787 hartree
F_max: 10.3 eV/Å
Net charge: +3



Formula: C12H76N2O26
Source: the OMol25 dataset
Level of theory: ωB97M-V with the def2-TZVPD basis set

XYZ file:
```
116
Properties=species:S:1:pos:R:3:forces:R:3
C 49.809000 13.632000 39.474000 0.6 4.0 -2.3
O 51.091000 13.188000 39.180000 0.4 -0.7 1.0
C 51.509000 12.293000 40.239000 3.9 1.2 -5.1
C 53.009000 12.116000 39.826000 1.4 2.3 1.3
N 53.688000 11.331000 40.862000 1.7 -3.7 1.2
H 53.540000 11.580000 41.918000 -0.2 0.9 -0.4
H 53.266000 10.367000 40.915000 -0.2 0.9 -0.3
C 55.216000 11.044000 40.708000 -1.7 2.2 1.1
C 55.798000 10.215000 41.789000 -1.3 -0.5 5.1
O 57.168000 10.450000 41.742000 -1.2 -8.4 -1.2
C 58.017000 9.258000 42.042000 0.2 -0.7 -3.7
H 49.133000 12.929000 39.570000 -3.4 -4.4 -0.9
H 49.442000 14.407000 38.739000 0.7 -1.0 0.7
H 49.631000 13.984000 40.435000 0.9 1.7 2.2
H 51.205000 11.328000 40.045000 -2.2 -2.0 0.6
H 51.495000 12.795000 41.126000 -0.7 0.7 2.8
H 53.545000 13.156000 39.839000 -1.0 -1.8 -0.4
H 53.189000 11.564000 38.898000 -0.4 0.4 -0.1
H 55.606000 12.057000 40.912000 0.4 -0.4 -1.0
H 55.542000 10.484000 39.837000 -0.5 0.9 -0.9
H 55.655000 9.177000 41.655000 -0.4 -1.3 -0.5
H 55.423000 10.323000 43.004000 0.6 0.4 -3.4
H 57.529000 8.349000 41.524000 0.9 1.5 0.5
H 58.055000 9.051000 43.046000 -0.2 -0.1 2.7
H 59.139000 9.325000 41.702000 -2.5 0.6 0.2
C 58.050000 12.161000 38.679000 -3.0 2.1 -0.5
O 58.178000 10.780000 38.458000 6.2 0.0 5.7
C 59.397000 10.385000 37.874000 -0.6 -1.9 1.2
C 59.320000 8.853000 37.988000 2.9 3.0 4.4
N 60.681000 8.244000 37.692000 -0.5 2.4 0.0
H 60.974000 8.622000 36.739000 -0.4 -1.1 1.1
H 61.382000 8.763000 38.343000 -1.5 -1.4 -1.1
C 60.740000 6.730000 37.877000 5.8 1.8 -2.9
C 60.417000 5.906000 36.595000 0.4 3.1 2.7
O 60.633000 4.594000 37.009000 -1.3 0.7 -0.7
C 60.144000 3.787000 35.943000 0.3 -2.3 2.2
H 58.162000 12.486000 37.580000 -1.2 0.9 1.6
H 58.766000 12.785000 39.192000 0.8 -0.9 0.7
H 56.953000 12.307000 39.330000 3.4 -0.1 -2.7
H 60.245000 10.778000 38.400000 0.6 0.5 0.1
H 59.358000 10.576000 36.849000 0.4 1.2 -1.9
H 58.517000 8.557000 37.518000 -3.4 -2.3 -4.0
H 58.803000 8.751000 39.001000 2.0 -0.8 -0.3
H 60.299000 6.644000 38.769000 -2.3 -1.4 3.1
H 61.894000 6.707000 38.073000 -2.0 -1.1 -0.3
H 61.010000 6.510000 35.836000 0.1 -1.9 0.0
H 59.401000 6.193000 36.382000 -0.9 -0.7 -0.5
H 60.913000 3.814000 35.332000 3.6 -0.2 -3.7
H 59.336000 4.070000 35.401000 -2.9 1.8 -0.9
H 59.977000 2.725000 36.086000 0.1 0.0 1.4
O 56.375000 8.399000 38.803000 -5.2 -2.7 2.6
H 55.296000 8.151000 39.037000 4.7 0.4 -0.7
H 56.106000 9.053000 38.188000 0.4 2.2 -1.9
O 53.118000 12.040000 43.371000 -4.4 2.2 -4.2
H 53.847000 12.062000 43.922000 3.0 0.7 2.9
H 52.807000 13.021000 43.068000 1.4 -2.6 1.2
O 57.067000 11.819000 44.696000 4.9 -6.5 -5.2
H 57.599000 12.363000 45.093000 4.8 4.9 4.1
H 57.205000 12.049000 43.778000 0.9 0.0 -1.3
O 55.276000 13.105000 37.587000 -1.6 -1.6 1.1
H 54.270000 13.104000 37.456000 2.2 0.7 -0.8
H 55.755000 13.773000 37.120000 -0.3 0.9 -0.6
O 52.661000 13.508000 36.838000 5.0 1.6 -6.5
H 52.207000 13.828000 36.044000 -0.3 -0.4 0.9
H 52.232000 13.331000 37.563000 -5.2 -1.3 5.8
O 46.365000 12.074000 40.956000 -1.7 0.0 -0.7
H 47.138000 11.851000 41.426000 1.7 -0.2 1.0
H 45.673000 11.600000 41.438000 0.0 0.2 -0.3
O 52.906000 14.671000 42.231000 -1.2 1.1 -1.5
H 53.046000 15.266000 42.983000 0.0 -0.1 -0.3
H 52.375000 15.258000 41.520000 1.1 -1.2 2.1
O 52.143000 8.997000 40.964000 2.7 0.8 -3.0
H 51.619000 8.555000 41.563000 -1.8 -1.7 2.2
H 52.608000 8.327000 40.407000 -0.9 0.5 0.8
O 57.524000 5.834000 39.471000 10.1 -4.7 -5.2
H 56.834000 6.143000 39.792000 -10.0 4.6 4.8
H 57.299000 5.633000 38.551000 0.2 0.0 0.4
O 60.720000 11.766000 41.615000 1.1 1.1 -0.4
H 61.345000 12.445000 41.996000 -1.0 -1.4 -0.3
H 60.689000 10.955000 42.122000 0.5 0.0 0.6
O 56.534000 10.549000 37.256000 -7.0 -0.1 -3.9
H 57.375000 10.745000 37.578000 1.0 -0.5 -0.3
H 56.125000 11.442000 37.343000 -0.6 -0.7 -0.5
O 48.800000 12.371000 42.549000 2.1 -1.9 2.6
H 49.372000 11.555000 42.953000 -2.1 3.2 -1.3
H 48.728000 13.029000 43.306000 0.1 -1.3 -1.3
O 53.477000 15.949000 38.377000 -0.3 3.6 1.1
H 53.007000 16.585000 37.796000 0.6 0.0 0.7
H 53.322000 15.188000 37.912000 -0.3 -3.6 -1.8
O 47.836000 14.386000 35.828000 1.1 -3.8 4.1
H 48.052000 15.141000 36.301000 0.5 2.1 1.4
H 47.620000 14.652000 35.021000 -1.6 1.7 -5.5
O 59.238000 8.646000 45.452000 4.0 1.3 -3.3
H 59.881000 8.711000 44.649000 -1.2 -0.7 2.3
H 59.133000 7.770000 45.787000 1.3 -1.2 -0.3
O 57.658000 14.942000 40.576000 -1.4 0.7 -0.7
H 58.098000 14.201000 40.964000 0.2 -1.0 0.8
H 56.694000 14.787000 40.699000 1.1 0.2 0.0
O 51.536000 16.399000 40.546000 2.4 1.2 3.4
H 50.647000 16.319000 40.420000 -4.2 -0.3 -0.4
H 51.906000 16.068000 39.786000 1.9 -1.1 -3.2
O 58.143000 12.242000 42.116000 3.3 3.8 0.4
H 59.087000 12.025000 41.862000 -1.3 1.0 0.6
H 57.653000 11.421000 41.825000 1.0 2.7 0.3
O 55.170000 12.212000 45.095000 -12.5 1.7 7.7
H 55.957000 11.915000 44.810000 2.2 -1.6 -0.5
H 55.067000 11.868000 46.164000 0.3 1.5 -4.9
O 60.856000 8.866000 43.388000 0.8 1.6 -0.6
H 61.759000 9.227000 43.393000 -0.3 0.0 0.3
H 60.998000 7.954000 43.228000 0.1 -1.7 -0.3
O 57.262000 8.858000 46.322000 -4.1 3.0 0.7
H 57.878000 8.187000 46.192000 -0.1 -0.6 0.0
H 57.555000 9.638000 45.776000 -0.3 -1.7 1.1
O 48.490000 16.660000 39.619000 -0.5 -4.4 -4.3
H 48.601000 17.444000 40.013000 0.5 4.9 2.4
H 48.384000 16.868000 38.640000 0.1 -0.3 2.0
```
Positions in Å, forces in eV/Å.

LUMO energy: -5.148 eV
Calculated total energy: -2567.321325 hartree
Kohn-Sham gap: 0.31707 hartree
F_max: 14.8 eV/Å
Net charge: +2
Relative energy (zero: lowest compared OMol25 entry of this formula, charge and spin): 563.3 kJ/mol



Formula: C12H7Cl8GeN4O2RuSe3Te
Source: the OMol25 dataset
Level of theory: ωB97M-V with the def2-TZVPD basis set

XYZ file:
```
39
Properties=species:S:1:pos:R:3:forces:R:3
Ru -0.522066 -0.410819 -0.338376 -0.5 0.9 -0.1
Se -0.768389 1.799966 1.171015 0.0 0.0 0.3
Se -1.264656 1.046110 3.230379 -0.2 -0.2 0.3
Te -1.315911 -1.520995 3.063370 -0.5 0.3 0.5
Se -2.243650 -1.663306 0.790933 0.0 -0.3 0.1
Cl -0.579699 -1.262679 -3.079715 -0.2 -0.4 -0.4
C 0.613238 -0.034426 -2.926032 0.4 0.6 0.1
C 0.861632 0.440584 -1.634488 0.2 -0.2 -0.5
C 1.825079 1.440964 -1.544282 -0.3 -0.3 -0.2
Cl 2.207735 2.112495 -0.003818 0.3 0.2 0.2
C 2.479735 1.956417 -2.660784 0.0 -0.1 0.0
Cl 3.654754 3.198254 -2.487220 0.2 0.2 0.0
C 2.197531 1.454009 -3.925003 -0.1 -0.1 0.2
Cl 2.989452 2.073087 -5.313684 0.1 0.1 -0.1
C 1.256411 0.436837 -4.058233 0.0 0.0 0.1
Cl 0.901085 -0.207015 -5.602643 -0.1 -0.1 -0.3
C 3.882383 -1.242471 1.713277 -0.1 -0.3 -0.3
N 3.360249 -0.079311 2.396649 0.6 -0.3 0.2
C 4.298964 0.855155 2.971340 0.0 0.3 0.0
C 2.068831 0.206140 2.332964 -1.0 0.1 -0.1
O 1.201593 -0.470562 1.781686 0.9 0.1 -0.1
H 4.795860 -1.584482 2.196050 0.0 0.1 0.1
H 4.088959 -1.023271 0.663747 0.0 0.0 0.0
H 3.139196 -2.036820 1.758027 0.1 0.0 -0.1
H 5.199715 0.318792 3.267258 -0.1 0.0 0.1
H 3.868586 1.335355 3.850488 0.0 0.0 0.0
H 4.577601 1.631956 2.252486 0.1 0.0 0.0
H 1.792809 1.138611 2.855412 0.1 0.0 0.0
O -2.055312 0.711417 -1.503974 -0.5 0.5 0.0
N -2.713825 1.468810 -0.710745 -0.1 -0.1 0.5
C -3.750883 2.161257 -1.090196 0.6 -0.6 -0.4
C -4.273881 2.173131 -2.406254 0.1 -0.2 -0.6
N -4.660352 2.168377 -3.487357 -0.2 0.0 -0.2
C -4.411840 2.949483 -0.124542 -0.1 0.3 0.5
N -4.991138 3.603406 0.619410 -0.1 0.2 0.2
Cl 2.653329 -2.371176 -1.426797 -0.1 -0.2 0.2
Ge 0.684141 -2.546967 -0.398638 0.5 -0.6 0.2
Cl 1.142052 -3.633563 1.496528 0.1 0.0 -0.4
Cl -0.159364 -4.279304 -1.455162 0.0 0.1 0.0
```
Positions in Å, forces in eV/Å.

Multiplicity: 5
LUMO energy (spin up / spin down): 1.597 / 0.373 eV
Calculated total energy: -14156.800873 hartree
Kohn-Sham gap (spin up / spin down): 0.25096 / 0.21061 hartree
F_max: 1.1 eV/Å
Net charge: -1
Relative energy (zero: lowest compared OMol25 entry of this formula, charge and spin): 32.8 kJ/mol



Formula: C12H7MnN2O4S
Source: the OMol25 dataset
Level of theory: ωB97M-V with the def2-TZVPD basis set

XYZ file:
```
27
Properties=species:S:1:pos:R:3:forces:R:3
Mn 0.795197 -1.291375 0.959864 0.0 0.3 0.0
O -3.759461 3.857179 0.358101 0.0 0.0 0.0
C -3.769610 3.014253 1.266810 0.0 0.0 0.0
O -4.502697 2.822954 2.244289 0.0 0.0 0.0
C -2.614587 1.972889 1.148433 0.0 0.0 0.0
C -1.700918 2.058245 0.102380 0.0 0.0 0.0
C -0.696870 1.125105 -0.004973 0.0 0.0 0.0
N -0.578465 0.126068 0.886494 -0.1 -0.1 0.0
C -1.449252 0.047373 1.920483 -0.1 -0.1 -0.1
C -2.472431 0.944699 2.081079 0.0 0.0 0.0
C -1.160101 -1.094536 2.852374 0.3 0.3 0.3
O -1.777200 -1.338586 3.840530 -0.1 -0.1 -0.1
O -0.049389 -1.774448 2.481203 0.0 -0.1 0.0
H -1.815921 2.870532 -0.603243 0.0 0.0 0.0
H 0.042142 1.158140 -0.794723 0.0 0.0 0.0
H -3.166549 0.876588 2.908485 0.0 0.0 0.0
S 3.021202 -1.839421 1.141744 -0.1 -0.1 0.0
C 2.831643 -1.561885 -0.577726 0.1 0.0 0.0
C 3.776989 -1.747545 -1.581562 0.0 0.0 0.0
C 3.388137 -1.534019 -2.887393 0.0 0.0 0.0
C 2.078116 -1.151187 -3.186722 0.0 0.0 0.0
C 1.194842 -0.975912 -2.150904 0.0 0.1 0.0
N 1.581890 -1.159111 -0.878414 0.0 -0.1 0.0
H 4.777036 -2.064962 -1.324714 0.0 0.0 0.0
H 4.102206 -1.673467 -3.688432 0.0 0.0 0.0
H 1.756624 -0.992159 -4.204856 0.0 0.0 0.0
H 0.167426 -0.675413 -2.308605 0.0 0.0 0.0
```
Positions in Å, forces in eV/Å.

Multiplicity: 5
LUMO energy (spin up / spin down): -2.818 / -2.221 eV
Calculated total energy: -2421.179920 hartree
Kohn-Sham gap (spin up / spin down): 0.19826 / 0.22014 hartree
F_max: 0.5 eV/Å
Net charge: 0
Relative energy (zero: lowest compared OMol25 entry of this formula, charge and spin): 0.0 kJ/mol



Formula: C12H7N2O5Sn
Source: the OMol25 dataset
Level of theory: ωB97M-V with the def2-TZVPD basis set

XYZ file:
```
27
Properties=species:S:1:pos:R:3:forces:R:3
O -4.570821 0.792519 4.282146 0.1 -0.1 -1.4
C -4.459523 0.728573 3.154870 -0.1 0.1 1.4
Sn -1.860256 -0.218043 -1.010696 -1.3 3.4 1.6
O -1.247656 -3.084103 0.683043 -1.4 3.0 -1.7
C -1.584020 -2.238734 -0.020241 2.3 -6.0 2.3
C -0.782059 -0.545689 -2.933762 3.3 -2.0 -4.9
O -0.402000 -0.433483 -4.023042 -1.7 0.6 3.1
C -1.963908 2.023530 -1.652736 1.3 -1.4 -2.1
O -1.791271 2.889648 -2.413517 -0.8 0.4 1.6
C -4.252802 -0.740384 -1.807622 -4.8 -1.3 -1.8
O -5.351050 -0.947059 -2.071013 3.1 0.8 1.0
H -2.402180 1.503278 -0.470335 -1.0 2.8 1.1
N 1.093975 1.115368 1.942644 0.0 0.1 0.0
C -0.118951 1.053702 1.365876 0.5 -0.5 -0.6
N -0.050513 0.371368 0.220124 0.2 0.1 0.1
C 1.281153 -0.038104 0.041008 -0.5 0.1 0.2
C 1.858108 -0.835430 -0.953356 0.2 0.4 0.5
C 3.219678 -1.129067 -0.803879 -0.9 0.1 -0.4
C 3.952379 -0.643135 0.291420 -0.4 0.3 0.3
C 3.346158 0.143871 1.283964 0.9 -0.4 -0.4
C 2.005178 0.429214 1.126882 -0.1 0.1 0.4
H 1.287763 1.575987 2.828179 0.0 -0.2 -0.4
H -1.018156 1.509839 1.790919 0.4 -0.3 -0.3
H 1.206900 -1.152036 -1.769350 0.7 -0.2 0.1
H 3.698427 -1.747799 -1.560123 0.0 0.2 0.2
H 5.007641 -0.902873 0.339945 -0.2 0.2 0.2
H 3.897808 0.519043 2.138655 0.1 -0.1 -0.1
```
Positions in Å, forces in eV/Å.

LUMO energy: -4.213 eV
Calculated total energy: -1161.031540 hartree
Kohn-Sham gap: 0.23186 hartree
F_max: 6.8 eV/Å
Net charge: +1
Relative energy (zero: lowest compared OMol25 entry of this formula, charge and spin): 203.3 kJ/mol



Q: Which value of calculated total energy does entry 6 give?
A: -1161.031540 hartree



Q: Among the records above, which one has the highest net charge?
A: C12H6N2O5SYb



Q: Among the records above, which one has the highest net charge?
A: C12H6N2O5SYb



Q: What is the net charge in the first record?
A: -1